Record 1
12
Properties=species:S:1:pos:R:3 method="wB97M-V/def2-TZVPD" smiles="C[C@H]1CC=N1" e_lumo_ev=1.142 e_above_lowest_kcal_mol=60.78 spin_multiplicity=1
C 0.81707 -1.14886 -0.80512
C 0.64955 0.04821 0.15094
C -0.58848 0.97947 -0.12820
C -1.27664 0.27362 1.01214
N -0.30193 -0.42473 1.48846
H -0.14617 -1.68285 -0.60493
H 1.71517 -1.73560 -0.40219
H 1.16377 -0.56669 -1.71840
H 1.52262 0.48890 0.48921
H -0.88966 1.18285 -1.20159
H -0.44120 1.99848 0.17248
H -2.22410 0.58719 1.54720


Record 2
55
Properties=species:S:1:pos:R:3 method="wB97M-V/def2-TZVPD" e_lumo_ev="-6.241 / -10.646" e_above_lowest_kcal_mol=0.00 s2=6.0337 charge=+2 spin_multiplicity=5
C 0.28776 0.98216 -5.04405
C 1.66141 1.44282 -5.53372
C 0.01902 -0.47102 -5.49345
C -0.87373 1.88406 -5.47193
Cl 0.38126 1.05098 -3.29854
H 0.03176 -0.49211 -6.59686
H -0.96442 -0.81685 -5.12706
H 0.79502 -1.15148 -5.10152
H 1.65154 1.52963 -6.62291
H 2.42012 0.70508 -5.24546
H 1.93699 2.40646 -5.09492
H -0.86115 2.00383 -6.56094
H -0.81801 2.87446 -5.00677
H -1.83108 1.42487 -5.18963
C 1.44873 -1.02920 0.77439
C 0.82301 -2.25607 0.37191
C 1.00271 -2.36671 -1.04943
H 0.31294 -2.95998 1.00966
C 1.84580 -1.29626 -1.47184
C 2.10903 -0.47653 -0.36386
H 2.69994 0.44574 -0.35968
H 1.46082 -0.63230 1.79056
H 0.59279 -3.15424 -1.68651
H 2.21909 -1.15978 -2.49376
C -2.01736 0.18686 0.54996
C -1.96850 -1.20986 0.81084
C -2.12019 -1.90073 -0.42628
H -1.76834 -1.67086 1.77632
C -2.27007 -0.92312 -1.45334
C -2.18998 0.36573 -0.85177
H -2.25417 1.30370 -1.36780
H -1.88750 0.98573 1.27023
H -2.06016 -2.96598 -0.58941
H -2.39631 -1.12371 -2.50544
Os -0.39087 -0.76446 -0.44593
C -0.10700 0.47225 4.01923
P -0.24839 2.26835 3.59670
C 1.03058 2.44212 2.28666
C 0.62392 2.94958 5.05746
C -0.18165 3.61651 5.99850
C 0.35422 3.99710 7.23138
C 1.69144 3.74212 7.53840
C 2.50988 3.14163 6.57712
C 1.98681 2.74242 5.34525
H 0.75410 0.29490 4.68255
H -1.03989 0.21374 4.53635
H -0.02089 -0.13642 3.11307
H 0.89134 3.44373 1.85825
H 2.05124 2.40955 2.67871
H 0.87866 1.68816 1.49952
H -1.23078 3.80774 5.76914
H -0.28331 4.48634 7.96871
H 2.09291 3.99528 8.52007
H 3.56367 2.97017 6.79416
H 2.64518 2.25527 4.62444


Record 3
42
Properties=species:S:1:pos:R:3 method="wB97M-V/def2-TZVPD" smiles="N#CC1=C(N)N(c2nnc3c4ccccc4nc(Sc4ccc(Br)cc4)n23)C(=O)C1" e_lumo_ev=-1.073 spin_multiplicity=1
N 3.07458 4.16520 4.21216
C 2.81665 3.09955 3.86451
C 2.29127 1.90169 3.31968
C 1.71478 1.52178 2.15484
N 1.75701 2.45728 1.20615
N 1.38880 0.18466 2.12202
C 1.55909 -0.55269 0.94558
N 2.63004 -1.34864 0.94656
N 2.83792 -1.64522 -0.36925
C 1.90848 -1.03217 -1.12583
C 1.52239 -0.83637 -2.54344
C 2.17111 -1.48746 -3.55353
C 1.66266 -1.37432 -4.80244
C 0.61728 -0.52180 -5.10668
C -0.06649 0.16940 -4.08352
C 0.35227 -0.01231 -2.77919
N -0.44521 0.54615 -1.77857
C -0.10804 0.35934 -0.50968
S -1.21295 1.02550 0.73249
C -2.67867 0.03785 0.65195
C -2.57752 -1.30711 0.14594
C -3.83714 -1.93459 -0.10922
C -5.01801 -1.31944 0.20772
Br -6.73212 -2.21716 -0.18722
C -5.06744 -0.00967 0.72253
C -3.87098 0.67801 0.95009
N 0.99603 -0.43589 -0.24972
C 1.67422 -0.37139 3.36829
O 0.95246 -1.24156 3.87075
C 2.24362 0.67251 4.24078
H 1.99828 3.41317 1.36209
H 1.61744 2.23889 0.20289
H 2.97945 -2.13544 -3.30849
H 2.22195 -1.88781 -5.60692
H 0.21581 -0.37214 -6.06694
H -0.92200 0.74417 -4.30505
H -1.56532 -1.77153 -0.04269
H -3.90161 -2.81744 -0.62998
H -6.13602 0.46588 0.76196
H -3.83295 1.73939 1.41170
H 3.18216 0.31720 4.65367
H 1.58675 0.89450 5.10402


Record 4
101
Properties=species:S:1:pos:R:3 method="wB97M-V/def2-TZVPD" e_lumo_ev="-3.423 / -3.427" e_above_lowest_kcal_mol=38.46 s2=6.0052 charge=+1 spin_multiplicity=5
Pm 13.50943 11.67496 10.55067
C 17.76095 10.43580 10.44431
C 17.28239 11.57666 9.61927
C 18.21371 12.08323 8.67125
C 17.77676 13.11730 7.86181
C 16.44478 13.47814 7.85277
C 15.54596 12.95341 8.86415
N 15.97118 11.86688 9.64056
N 14.35529 13.42137 9.11533
Si 13.45757 14.56850 8.14097
C 11.74089 14.71833 8.91668
C 13.32500 13.80641 6.46771
C 14.34456 16.20577 8.20282
H 18.76011 10.60590 10.91194
H 17.91729 9.60101 9.70414
H 17.07896 10.18653 11.26664
H 19.18794 11.71352 8.69454
H 18.49421 13.72772 7.30089
H 16.08619 14.14566 7.12446
H 11.58421 13.94234 9.70206
H 10.92854 14.64801 8.21090
H 11.69578 15.71239 9.44507
H 13.34305 12.64411 6.65845
H 14.23387 14.03514 5.88524
H 12.39664 14.00796 5.89535
H 14.94031 16.34075 7.27688
H 15.12622 16.19210 9.04577
H 13.77454 17.14182 8.28620
Cl 6.85695 8.25403 9.65090
C 8.09436 9.38028 10.16320
C 8.24164 9.67395 11.54746
C 9.41500 10.35842 11.89978
C 10.28858 10.94211 10.93251
O 11.38732 11.58143 11.36828
C 9.98016 10.85993 9.49434
C 10.94267 11.18663 8.55029
O 12.22408 11.17186 8.79164
C 8.77514 10.10630 9.19332
H 7.50325 9.39003 12.31417
H 9.68304 10.60201 12.93366
H 10.61945 11.48480 7.52425
H 8.48066 10.00426 8.16933
Cl 13.35401 14.34532 11.96982
C 12.56313 14.04042 13.53974
C 11.56212 14.94907 13.95387
C 10.98555 14.79785 15.24827
C 11.27558 13.64755 16.01846
C 12.23294 12.77414 15.60577
C 12.95029 12.97692 14.37268
P 14.09487 11.68724 13.67271
C 15.68753 12.20069 14.48744
C 15.81466 12.28620 15.85322
C 17.08620 12.45489 16.43473
C 18.15481 12.73664 15.59389
C 17.95415 12.89580 14.23126
C 16.68249 12.64625 13.67925
C 13.86705 10.05197 14.41235
C 14.88232 9.37056 15.04355
C 14.74133 8.01894 15.31247
C 13.53099 7.30695 15.22751
C 12.52215 7.99870 14.52330
C 12.70796 9.31570 14.12646
H 11.29373 15.77808 13.23782
H 10.21588 15.53585 15.60249
H 10.72169 13.33409 16.91002
H 12.43188 11.91736 16.24970
H 14.95844 12.24058 16.50873
H 17.21938 12.58678 17.51468
H 19.10943 12.95852 15.98473
H 18.75521 13.30891 13.50973
H 16.57810 12.84549 12.59155
H 15.83930 9.83533 15.32887
H 15.62687 7.53487 15.75916
H 13.49453 6.27429 15.53376
H 11.54362 7.54882 14.39263
H 11.94819 9.82155 13.47792
C 15.32745 7.74344 6.61128
C 14.38187 8.15753 7.75640
O 14.86799 7.68700 9.07040
P 14.19414 8.42992 10.33953
O 12.66304 7.97891 10.34162
C 12.17903 6.59724 10.28735
C 11.66561 6.26502 11.69631
O 14.73540 7.46441 11.52869
C 16.12455 6.90399 11.64890
C 16.76848 7.42177 12.90528
H 15.00499 8.34177 5.74499
H 15.21087 6.64397 6.46025
H 16.43361 7.92147 6.82062
H 13.36318 7.73661 7.69967
H 14.29093 9.25948 7.74914
H 13.01637 5.91766 9.93425
H 11.40862 6.52207 9.52952
H 12.58419 5.99110 12.24549
H 10.98425 5.38535 11.62697
H 11.09764 7.08164 12.19814
H 16.66296 7.27020 10.70740
H 15.98127 5.81241 11.58325
H 16.51984 8.48723 13.00550
H 17.83791 7.31118 12.90415
H 16.41872 6.79611 13.73728


Record 5
15
Properties=species:S:1:pos:R:3 method="wB97M-V/def2-TZVPD" smiles="O=C(CO)CCO" e_lumo_ev=0.790 e_above_lowest_kcal_mol=77.43 spin_multiplicity=1
O -1.35546 -0.88194 0.64859
C -0.21989 -0.52280 0.48350
C 0.69404 -1.70934 -0.47098
O -0.28269 -2.57199 -0.92243
C 0.37153 0.73731 1.16623
C 0.38008 1.69109 -0.04142
O 0.06461 0.82304 -1.12762
H 1.32794 -1.49699 -1.37647
H 1.38865 -2.13973 0.26075
H -1.05026 -2.38264 -0.34885
H -0.28945 1.06495 1.98014
H 1.36152 0.53979 1.59082
H -0.40306 2.45922 0.03409
H 1.33092 2.21521 -0.20943
H 0.51903 -0.06076 -0.96158


Record 6
140
Properties=species:S:1:pos:R:3 method="wB97M-V/def2-TZVPD" e_lumo_ev=-3.195 e_above_lowest_kcal_mol=31.82 charge=+1 spin_multiplicity=1
C -0.85133 -1.98425 3.66241
C -1.93556 -2.56826 2.69564
C -2.99710 -1.44823 2.42464
C -3.11026 -1.05294 0.92279
C -4.54111 -1.17249 0.34221
C -5.40732 0.10441 0.46612
C -5.44215 0.73894 1.86262
C -4.37172 1.82832 2.09813
C -4.47708 2.95044 1.00459
C -4.19695 4.29609 1.73970
C -5.51356 4.68037 2.42984
C -5.39447 5.66146 3.59697
C -4.74485 5.03831 4.84965
C -3.16847 5.14221 4.76751
C -2.55774 3.72188 4.90253
C -1.19843 3.52847 4.15879
C -0.37034 4.82000 4.07689
C 0.93993 4.71201 3.21794
C 1.91190 3.80101 3.99340
C 3.38394 3.72782 3.49161
C 3.74851 2.96333 2.16178
C 4.19074 4.04046 1.11228
N 3.22307 5.06914 0.84023
N 4.95329 2.13181 2.50852
C 5.64065 1.54448 1.33461
C 4.73246 0.93917 0.24733
C 3.20202 1.26762 0.30053
P 2.65483 2.15951 -1.26312
S 2.58905 0.92399 -2.79396
C 2.67928 1.96015 1.63201
N 2.37769 0.85496 2.57656
H 0.11902 -2.41899 3.36785
H -0.78239 -0.89868 3.60209
H -1.01409 -2.30388 4.69600
H -2.45364 -3.36671 3.22702
H -1.47257 -2.91803 1.77669
H -2.79938 -0.55813 3.03295
H -3.97110 -1.83207 2.75066
H -2.44474 -1.68102 0.31665
H -2.77010 -0.01473 0.79153
H -5.10195 -2.00706 0.77530
H -4.42461 -1.35908 -0.72200
H -5.10121 0.79249 -0.32871
H -6.44048 -0.18860 0.23076
H -6.42150 1.16939 2.10403
H -5.27302 -0.04573 2.61242
H -4.59403 2.29097 3.07213
H -3.35695 1.42840 2.18631
H -5.48230 2.92252 0.58177
H -3.68281 2.75704 0.27726
H -3.87436 5.03562 0.99633
H -3.36922 4.08977 2.42276
H -6.07847 3.79087 2.73526
H -6.13936 5.16230 1.66517
H -6.42229 5.93894 3.87669
H -4.88338 6.60144 3.36554
H -5.08614 4.00290 4.94501
H -5.04240 5.54242 5.77681
H -2.79129 5.83807 5.52012
H -2.97788 5.56916 3.77753
H -2.41136 3.52103 5.96970
H -3.23383 2.94266 4.53946
H -1.34080 3.12555 3.14501
H -0.64923 2.74565 4.70225
H -0.94907 5.61408 3.59013
H -0.11640 5.20357 5.07369
H 0.64304 4.33584 2.23436
H 1.31842 5.73655 3.11489
H 1.97392 4.23546 4.99992
H 1.41787 2.83561 4.11359
H 3.99884 3.29819 4.30135
H 3.71404 4.77022 3.40616
H 4.49334 3.62029 0.15073
H 5.08983 4.52017 1.53233
H 2.33780 4.68613 0.56360
H 3.11168 5.71544 1.59989
H 4.75692 1.44560 3.23398
H 5.60734 2.79269 2.92546
H 6.34070 2.26898 0.91478
H 6.27766 0.73867 1.71598
H 5.10990 1.27194 -0.72471
H 4.84402 -0.14428 0.29575
H 2.67720 0.30597 0.23735
H 1.34539 2.69066 -1.08333
H 3.56190 3.18504 -1.62158
H 1.71992 2.43194 1.41052
H 3.00604 0.08732 2.36264
H 2.65022 1.12771 3.51579
C -0.61126 -1.28851 -7.19918
C 0.67274 -1.31190 -6.38309
C 0.13947 -1.33730 -4.95842
O -1.11470 -2.02672 -5.00642
C -1.52132 -2.18088 -6.37207
H -0.48901 -1.63982 -8.22267
H -1.01185 -0.27219 -7.23300
H 1.22805 -2.23019 -6.59169
H 1.33131 -0.46536 -6.57404
H -0.04203 -0.32315 -4.58457
H 0.81272 -1.84678 -4.26741
H -1.39887 -3.23447 -6.64468
H -2.57486 -1.91752 -6.47143
C -0.63226 -6.34622 -0.77557
C -0.45364 -7.19972 0.47119
C -0.68089 -6.18458 1.58099
O -1.60141 -5.21396 1.06870
C -1.73967 -5.39883 -0.34879
H -0.88290 -6.91724 -1.66857
H 0.28522 -5.78457 -0.97564
H -1.22634 -7.97144 0.50631
H 0.51783 -7.68861 0.53478
H 0.24967 -5.66493 1.84182
H -1.09192 -6.63427 2.48590
H -2.72703 -5.83199 -0.53793
H -1.68382 -4.43110 -0.85049
C -0.41680 -8.95498 -5.84069
C -1.34074 -7.87599 -6.38371
C -2.05618 -7.41434 -5.12432
O -1.13655 -7.59324 -4.03840
C -0.02509 -8.37953 -4.48945
H 0.44116 -9.16148 -6.47862
H -0.97250 -9.88586 -5.70441
H -0.74976 -7.05640 -6.80051
H -2.02380 -8.22859 -7.15488
H -2.94124 -8.02651 -4.92231
H -2.36199 -6.36826 -5.17399
H 0.84390 -7.71797 -4.57635
H 0.19883 -9.15148 -3.75216
C 6.76492 1.54589 -3.55462
C 6.65849 1.14758 -5.01824
C 7.43586 -0.15931 -5.04167
O 7.26900 -0.75886 -3.74941
C 6.69127 0.19546 -2.85966
H 5.98470 2.23627 -3.22850
H 7.73544 2.01278 -3.36532
H 5.61279 0.96649 -5.27850
H 7.05611 1.89131 -5.70686
H 8.50514 0.01579 -5.19855
H 7.08100 -0.84600 -5.80997
H 5.65043 -0.09921 -2.67770
H 7.23082 0.18029 -1.90759


Record 7
91
Properties=species:S:1:pos:R:3 method="wB97M-V/def2-TZVPD" e_lumo_ev=-3.061 e_above_lowest_kcal_mol=0.00 charge=+1 spin_multiplicity=1
C 4.70203 -1.08382 -0.40070
C 4.58472 -1.09487 0.98788
C 4.75560 -2.40975 1.65429
O 5.48219 -2.41412 2.63133
O 4.16213 -3.51971 1.15635
C 2.73627 -3.46832 1.35908
C 2.10422 -4.81477 1.07441
C 0.69101 -4.84466 1.68446
C -0.43114 -4.61797 0.68308
C -0.33018 -3.29489 -0.07419
C -1.38214 -3.24090 -1.19467
C -2.22588 -1.97609 -1.20855
O -2.54613 -1.66866 0.13966
C -3.87796 -1.47517 0.42699
Br -4.70560 -0.03226 -0.62731
C -4.69417 -2.79683 0.41594
C -6.18299 -2.56334 0.21602
C -6.96463 -3.80961 0.60602
N -8.33781 -3.60459 0.66151
O -6.44852 -4.87900 0.83350
C -3.90860 -0.99454 1.90008
O -4.55831 -0.05909 2.29169
N -3.08284 -1.79471 2.80730
C -2.48192 -0.99712 3.80909
O -2.97879 -0.69780 4.86281
F -1.24826 -0.60996 3.50308
C -1.63194 -0.69318 -1.90231
O -1.44036 0.36983 -0.96936
C -0.29324 0.28744 -0.21570
O -0.69352 0.53130 1.11389
C 0.71462 1.36805 -0.56952
O 1.93398 1.01187 0.14439
C 2.82824 2.01629 -0.04315
C 3.60126 2.05793 -1.33313
O 2.98167 2.87531 0.79393
P -0.26111 -1.01262 -3.09736
N -0.81304 -1.93456 -4.21682
O 1.03321 -1.72090 -2.43064
O 0.17624 0.38757 -3.79946
H 5.60630 -0.82496 -0.93676
H 3.83737 -1.41966 -0.96930
H 4.37529 -0.22169 1.58683
H 2.32944 -2.68571 0.71504
H 2.55644 -3.15779 2.38805
H 2.74663 -5.62261 1.40100
H 2.05282 -4.87979 -0.01208
H 0.54512 -5.84034 2.09365
H 0.67167 -4.14590 2.51700
H -1.40425 -4.74967 1.15066
H -0.33705 -5.39455 -0.07746
H 0.67875 -3.28090 -0.47276
H -0.39696 -2.46602 0.62894
H -2.07089 -4.05838 -0.99028
H -0.92515 -3.48794 -2.14619
H -3.14582 -2.21828 -1.73309
H -4.57869 -3.29045 1.37513
H -4.30324 -3.43063 -0.36975
H -6.56373 -1.77006 0.84788
H -6.42996 -2.37918 -0.82311
H -8.69858 -3.22092 -0.19902
H -8.81130 -4.45952 0.91750
H -3.67984 -2.42088 3.33602
H -2.41000 -0.30032 -2.54642
H 0.20049 -0.68683 -0.21147
H 0.08654 0.55316 1.67513
H 0.34993 2.31673 -0.18592
H 0.95342 1.41420 -1.62939
H 3.26092 1.27117 -1.99838
H 4.66282 1.99768 -1.13671
H 3.43356 3.00452 -1.83671
H -1.77858 -2.18038 -4.04533
H 1.83750 -1.51103 -2.91502
H 1.13472 0.45176 -3.86991
C 2.12325 8.42391 0.53460
C 2.67859 7.02775 0.77242
C 3.47882 6.46196 -0.40079
O 2.60296 6.05832 -1.43787
C 2.44155 6.99046 -2.51623
N 1.52743 6.08326 0.97468
H 1.33299 8.42791 -0.21760
H 1.70063 8.83399 1.45344
H 2.91261 9.09628 0.20658
H 3.27337 7.01876 1.68495
H 3.99676 5.55733 -0.06857
H 4.23833 7.16474 -0.74278
H 3.32551 7.61434 -2.64656
H 1.56643 7.62041 -2.34802
H 2.27827 6.41787 -3.42597
H 0.79289 6.45613 1.57538
H 1.84220 5.18168 1.35435
H 1.13340 5.87831 0.04632


Record 8
15
Properties=species:S:1:pos:R:3 method="wB97M-V/def2-TZVPD" e_lumo_ev=0.705 e_above_lowest_kcal_mol=94.89 spin_multiplicity=1
C -0.92785 1.08930 -0.11756
C -0.12860 -0.18849 0.02636
C 1.27781 -0.10967 -0.56697
C 2.09944 0.86646 0.15024
N 2.73022 1.65201 0.72310
C -0.30564 -1.05677 1.21209
N -0.82308 -1.39012 -0.45067
H -0.45794 1.88715 0.46454
H -0.97663 1.41677 -1.16190
H -1.94877 0.95581 0.25728
H 1.23162 0.16865 -1.62608
H 1.75245 -1.09192 -0.49226
H -1.24766 -0.78597 1.71251
H -0.44137 -2.13503 0.32524
H -1.83400 -1.27818 -0.45592


Record 9
7
Properties=species:S:1:pos:R:3 method="wB97M-V/def2-TZVPD" smiles="N#C/P=N/P" e_lumo_ev="-1.546 / -1.546" e_above_lowest_kcal_mol=46.99 spin_multiplicity=1
N 4.68738 -1.07393 0.14768
C 3.94717 -0.24643 -0.08892
P 2.80278 1.10207 -0.11710
N 1.69220 0.10696 0.35368
P 0.09174 0.33755 0.70126
H -0.44010 0.39393 -0.53158
H -0.22643 -0.96645 0.87717


| no. | electronic energy (a.u.) |
| --- | --- |
| 1 | -211.26382 |
| 2 | -1747.70769 |
| 3 | -4199.97355 |
| 4 | -4539.64007 |
| 5 | -382.84143 |
| 6 | -2858.10114 |
| 7 | -5192.20910 |
| 8 | -304.68428 |
| 9 | -831.45047 |